Here is a single C2H3Cl2P molecule at a distorted geometry from the OMol25 dataset. Energies are from wB97M-V/def2-TZVPD.

CARTESIAN COORDINATES (ANGSTROEM)
C1 -0.43769 0.00851 -0.35014
C2 0.86583 -0.02542 0.33465
P1 -1.87344 -0.01130 0.56204
Cl1 1.83577 -1.45566 -0.07177
Cl2 1.80747 1.45276 -0.05693
H1 -0.24427 -0.33582 -1.33381
H2 0.70241 0.20614 1.47912
H3 -2.65609 0.16081 -0.56316

As for the orbital gap: 9.157 eV. The SMILES is [H]/P=C/C(Cl)Cl. As for the total energy: -1339.67754 a.u. As for the net charge: 0.

Here is 2 unconnected molecules or ions with the total composition C4H14N3O at a distorted geometry from the OMol25 dataset. Energies are from wB97M-V/def2-TZVPD.

CARTESIAN COORDINATES (ANGSTROEM)
C1 -0.29704 -1.82630 1.06489
C2 -0.12073 -1.72782 -0.45745
C3 -0.41380 -0.32672 -0.93566
C4 0.56237 0.44853 -1.42981
N1 0.45180 1.73374 -1.89690
N2 -1.68206 0.23032 -0.57822
N3 -0.10028 -0.51156 1.71013
H1 0.41675 -2.56065 1.43304
H2 -1.29191 -2.18339 1.31851
H3 0.91886 -1.90946 -0.73648
H4 -0.66208 -2.51316 -0.98205
H5 1.57001 0.07485 -1.52756
H6 1.17837 2.21440 -2.39560
H7 -0.44935 2.14977 -2.07761
H8 -2.45727 -0.29625 -0.96772
H9 -1.87399 1.16085 -0.92361
H10 -0.07669 -0.64164 2.71149
H11 0.80640 -0.08598 1.45868
H12 -0.77332 0.20981 1.43981
H13 1.78933 2.45903 1.90859
H14 1.11235 2.14544 0.50332
O1 1.39228 1.75619 1.36020

As for the orbital gap: 8.588 eV. As for the total energy: -400.08497 a.u. As for the net charge: +1.

Here is 2 unconnected molecules or ions with the total composition C10H15NO2 at a distorted geometry from the OMol25 dataset. Energies are from wB97M-V/def2-TZVPD.

CARTESIAN COORDINATES (ANGSTROEM)
C1 -0.61921 -0.33969 2.45996
C2 0.68737 -1.13424 2.29868
C3 -1.51275 -0.52209 1.25581
O1 -1.30328 -1.31632 0.36463
N1 -2.74992 0.05317 1.35444
H1 -1.13549 -0.80236 3.29809
H2 -0.36314 0.69783 2.66812
H3 0.56791 -2.17945 2.59695
H4 -3.49472 -0.30637 0.78942
H5 -3.02991 0.74962 2.03099
H6 1.42644 -0.77516 3.02833
H7 1.14839 -1.09292 1.32178
C4 -0.98880 -1.04821 -2.55256
C5 0.68293 2.04364 -1.18002
C6 -0.24041 1.18119 -1.79900
C7 1.86178 1.51481 -0.70007
C8 0.07483 -0.16021 -1.92213
C9 2.19543 0.17283 -0.87242
C10 1.29931 -0.66685 -1.51764
O2 2.77711 2.29468 0.03466
H8 0.55978 3.10134 -1.31260
H9 -1.14630 1.61827 -2.18930
H10 2.33674 2.46645 0.87698
H11 3.16548 -0.05993 -0.45695
H12 -1.13661 -0.73264 -3.59540
H13 -1.95135 -0.97381 -2.05463
H14 1.52489 -1.70955 -1.59391
H15 -0.63649 -2.07405 -2.63223

As for the orbital gap: 9.164 eV. The SMILES is Cc1ccc(O)cc1.CCC(N)=O. As for the total energy: -595.28292 a.u. As for the net charge: 0.

Here is 11 unconnected molecules or ions with the total composition C24H68I2NO13P at a distorted geometry from the OMol25 dataset. Energies are from wB97M-V/def2-TZVPD.

CARTESIAN COORDINATES (ANGSTROEM)
C1 -3.40821 3.19406 -1.57673
C2 -3.21152 2.19586 -2.79842
P1 -1.51522 2.32482 -3.69244
C3 -1.86348 3.64144 -5.04767
C4 -0.13614 2.88155 -2.52749
N1 1.15496 2.60373 -3.26438
C5 1.38708 1.12202 -3.38103
C6 2.75465 0.62977 -2.70298
C7 3.07357 -0.93958 -2.85363
C8 1.80765 -1.89296 -2.73979
O1 2.08251 -3.19767 -2.14369
C9 0.79898 -3.75303 -1.88491
O2 0.60446 -4.75782 -1.19534
C10 -0.22039 4.32799 -1.87881
O3 -1.06595 5.28010 -2.53097
C11 -1.78982 6.14413 -1.64974
C12 1.25187 5.02556 -1.76392
I1 1.54285 5.99424 -3.73360
C13 1.35676 6.07490 -0.56936
C14 2.80118 6.81708 -0.53011
I2 1.22688 5.10864 1.41884
H1 -2.55184 3.23039 -0.84011
H2 -3.73325 4.19660 -1.98944
H3 -4.31227 2.80415 -0.97849
H4 -3.20620 1.13383 -2.35549
H5 -4.06291 2.20179 -3.55688
H6 -2.50263 4.49462 -4.62468
H7 -2.35793 3.14400 -5.93633
H8 -0.89473 4.14564 -5.39655
H9 -0.12265 2.12369 -1.66269
H10 1.13277 3.03972 -4.19381
H11 1.36511 0.89168 -4.50455
H12 0.54719 0.51287 -2.92285
H13 3.60519 1.18207 -3.23952
H14 2.81672 0.98228 -1.61407
H15 3.63281 -1.20953 -3.81142
H16 3.77253 -1.21189 -1.98469
H17 1.02314 -1.38645 -2.06726
H18 1.28965 -2.04251 -3.74562
H19 -0.12290 -3.24562 -2.34756
H20 -0.53572 4.17652 -0.78202
H21 -1.40117 7.22665 -1.65673
H22 -2.86036 6.22261 -2.06288
H23 -1.89721 5.79214 -0.57809
H24 2.07021 4.24912 -1.55523
H25 0.60353 6.91908 -0.60489
H26 2.67690 7.72390 0.16587
H27 3.57384 6.14389 -0.04342
H28 3.10481 7.23995 -1.53489
C15 2.27125 1.95018 3.98379
O4 1.99679 3.14580 4.70237
H29 2.63913 2.21382 2.99224
H30 3.03364 1.36940 4.50895
H31 1.35670 1.36003 3.88430
H32 1.67364 2.88700 5.57312
C16 3.54031 7.89466 4.19950
O5 2.23208 8.13831 3.70430
H33 3.91246 8.80249 4.67363
H34 3.51097 7.08866 4.93667
H35 4.20215 7.62096 3.37329
H36 1.92906 7.32030 3.29200
C17 -3.39676 -4.74739 -1.46145
O6 -2.42945 -4.48109 -0.45855
H37 -4.34951 -4.96966 -0.98004
H38 -3.51244 -3.87025 -2.10484
H39 -3.08344 -5.60867 -2.05715
H40 -1.59645 -4.28787 -0.90863
C18 3.32139 -0.98683 -7.06091
O7 2.93810 0.04370 -6.15997
H41 3.17745 -1.95084 -6.57287
H42 2.70211 -0.94146 -7.96017
H43 4.37471 -0.87147 -7.32857
H44 3.07600 0.88175 -6.61724
C19 4.05386 6.33223 8.24733
O8 4.96511 6.18600 7.16779
H45 4.51745 6.95007 9.01599
H46 3.13933 6.81791 7.89674
H47 3.81678 5.35112 8.66728
H48 4.53248 5.63702 6.50313
C20 -1.81090 -5.68172 2.53629
O9 -1.42775 -5.78724 3.89839
H49 -2.77446 -5.17559 2.47745
H50 -1.06460 -5.10182 1.98892
H51 -1.90051 -6.68084 2.10186
H52 -0.57402 -6.23857 3.91774
C21 0.05349 -9.27277 4.10158
O10 0.24040 -8.38621 3.00436
H53 0.54551 -8.85614 4.97842
H54 -1.01455 -9.38602 4.30609
H55 0.49397 -10.24523 3.86879
H56 -0.20364 -8.77776 2.24347
C22 -6.43842 -4.47570 1.90944
O11 -6.22119 -3.40599 1.00005
H57 -7.45488 -4.40594 2.29609
H58 -6.31318 -5.43155 1.39380
H59 -5.73089 -4.40537 2.73953
H60 -5.31728 -3.48971 0.67325
C23 -0.89220 -10.85531 7.19380
O12 0.43966 -10.38899 7.02741
H61 -1.04785 -11.71220 6.53860
H62 -1.05069 -11.16074 8.23113
H63 -1.59764 -10.06395 6.92691
H64 0.55186 -9.63327 7.61583
C24 -2.77901 -2.82989 -4.81650
O13 -3.05677 -1.63774 -4.09622
H65 -2.42594 -2.56323 -5.81229
H66 -2.00360 -3.40344 -4.30017
H67 -3.68840 -3.42992 -4.90464
H68 -3.36673 -1.89916 -3.22093

As for the orbital gap: 7.741 eV. The SMILES is CCP(C)[C@@H](NCCCCOC=O)[C@H](OC)[C@@H](I)[C@H](C)I.CO.CO.CO.CO.CO.CO.CO.CO.CO.CO. As for the total energy: -2924.49834 a.u. As for the net charge: 0.